(A)
ORCA calculation (ωB97M-V/def2-TZVPD) on a 7-piece molecular cluster, C5H25NO7 overall.

Properties
Gap between HOMO and LUMO = 9.80 eV

```
! wB97M-V def2-TZVPD RIJCOSX def2/J DEFGRID3
* xyz 0 1
C -0.93999 2.50414 -0.54956
C -0.87027 1.02188 -0.90776
N -1.60850 0.08509 0.06309
C 0.54158 0.56805 -1.11606
C 1.04454 0.56031 -2.61279
C 0.28245 -0.63059 -3.36614
O 0.84043 -1.90693 -3.00508
H -0.32531 2.82728 0.25912
H -0.65869 3.12400 -1.23897
H -1.91788 2.76025 -0.38813
H -1.28748 0.83953 -1.89727
H -2.00505 0.42856 0.91017
H -0.85366 -0.36594 0.62970
H 0.62835 -0.49844 -0.76410
H 1.36157 1.06353 -0.48138
H 0.71074 1.50066 -3.24485
H 2.13885 0.51205 -2.56665
H 0.37415 -0.36871 -4.46342
H -0.80483 -0.68280 -3.28230
H 1.81878 -1.86952 -2.80299
O -2.72718 -1.85498 -2.75214
H -2.82939 -1.20814 -2.01420
H -1.80297 -2.19364 -2.61847
O 1.08830 -1.67227 1.15513
H 1.37076 -2.56709 0.86325
H 0.50788 -1.87617 1.90853
O -0.60568 -2.10006 3.18847
H -0.34838 -1.97623 4.16273
H -1.37945 -1.51541 3.27957
O 1.39653 0.46116 2.73606
H 2.20751 -0.12817 2.63096
H 0.73089 0.19750 2.15820
O -1.39551 0.41114 3.75835
H -0.33850 0.29006 3.74730
H -1.57144 1.31017 4.11248
O 2.75734 2.90162 1.12661
H 2.18540 2.08060 1.33961
H 2.16378 3.66038 0.97402
*
```

(B)
ORCA calculation (ωB97M-V/def2-TZVPD) on a 7-piece molecular cluster, C5H25NO7 overall.

Properties
Gap between HOMO and LUMO = 9.82 eV

```
! wB97M-V def2-TZVPD RIJCOSX def2/J DEFGRID3
* xyz 0 1
N 2.18724 -1.58172 0.23778
C 0.98018 -0.80195 0.61797
C 0.23774 -1.37596 1.84495
C -1.27009 -1.40343 1.55468
C -1.96756 -0.02106 1.41792
C -3.44675 -0.30410 1.50703
O -3.90859 -0.93846 0.31636
H 2.17075 -2.00688 -0.67222
H 2.46781 -2.35462 0.83473
H 1.32991 0.23748 0.65448
H 0.33419 -0.82141 -0.29603
H 0.55215 -2.43311 1.86936
H 0.38111 -0.83609 2.75153
H -1.35629 -1.95582 0.61373
H -1.80481 -1.89803 2.41357
H -1.70976 0.49156 2.33086
H -1.83506 0.52957 0.48391
H -3.74831 -0.83006 2.39719
H -4.08385 0.60173 1.44280
H -3.95823 -1.89258 0.22310
O 4.27084 0.75489 -0.39100
H 3.63288 0.06322 -0.14270
H 3.83064 1.52600 -0.01358
O 2.05591 0.82134 -2.35598
H 2.77144 0.80620 -3.00055
H 2.34531 0.20908 -1.66839
O 0.53804 3.61505 1.31434
H -0.27363 3.84124 0.83840
H 0.92291 3.11568 0.56998
O -2.15116 -0.03935 -2.02673
H -3.01158 -0.32382 -1.69139
H -2.12731 0.90928 -1.87163
O 0.69149 -1.80115 -2.56533
H -0.15137 -2.12423 -2.21627
H 0.44660 -0.87126 -2.68952
O 1.28755 3.13907 -1.34589
H 2.18537 3.44708 -1.23410
H 1.18427 2.50664 -2.05337
*
```

List of relative energies, unit kJ/mol: (A) 136.4; (B) 0.0

(A)
ORCA calculation (ωB97M-V/def2-TZVPD) on a 2-piece molecular cluster, CH2N2O3Si overall.

Properties
Gap between HOMO and LUMO = 9.84 eV

```
! wB97M-V def2-TZVPD RIJCOSX def2/J DEFGRID3
* xyz 0 1
N -1.66622 1.09585 -1.66738
C -1.04057 1.12912 -0.70730
Si -0.16057 1.25436 0.89824
O -0.40656 0.23449 1.98051
H 0.66283 2.52707 1.05545
O 1.44089 -0.19738 -0.33790
N 1.19572 -1.34628 -0.56240
O -0.03482 -1.87079 -0.18083
H 0.00930 -2.82644 -0.47839
*
```

(B)
ORCA calculation (ωB97M-V/def2-TZVPD) on one molecule with the formula CH2N2O3Si.

Properties
Gap between HOMO and LUMO = 8.06 eV

```
! wB97M-V def2-TZVPD RIJCOSX def2/J DEFGRID3
* xyz 0 1
C 2.77292 0.14831 0.00060
N 3.84680 -0.16643 0.20312
N -0.01846 -2.09157 -0.27483
O 0.37847 -1.13991 0.35795
O 0.23153 0.51049 -1.68631
O 0.77779 1.29357 0.90009
Si 0.97994 0.45259 -0.39899
H 0.09156 1.91122 0.77235
H -0.17878 -1.85658 -1.25169
*
```

List of relative energies, unit kJ/mol: (A) 191.0; (B) 0.0

(A)
ORCA calculation (ωB97M-V/def2-TZVPD) on a 2-piece molecular cluster, C2H4NP overall.

Properties
Gap between HOMO and LUMO (alpha / beta) = 7.82 / 7.73 eV
⟨S²⟩ = 2.033

```
! wB97M-V def2-TZVPD RIJCOSX def2/J DEFGRID3
* xyz 0 3
C -1.59967 0.19321 -0.13517
C 1.63151 -0.63460 0.53208
N -0.37429 0.42708 -0.22394
P 2.30834 0.33854 -0.53190
H -2.36472 0.63878 -0.76075
H 1.32650 -1.21318 1.34149
H -1.97432 -0.52813 0.65060
H 1.04666 0.77829 -0.87240
*
```

(B)
ORCA calculation (ωB97M-V/def2-TZVPD) on one molecule with the formula C2H4NP.

Properties
Gap between HOMO and LUMO (alpha / beta) = 7.09 / 6.85 eV
⟨S²⟩ = 2.011

```
! wB97M-V def2-TZVPD RIJCOSX def2/J DEFGRID3
* xyz 0 3
C -0.06364 -0.15644 0.26842
C 0.75745 0.84303 -0.43104
N -0.11172 -0.93239 1.39294
P -1.69582 -0.78871 0.63657
H 1.33295 0.07527 -1.10162
H 1.28167 1.39911 0.36957
H 0.00837 1.47574 -0.92212
H -1.50927 -1.91561 -0.21272
*
```

List of relative energies, unit kJ/mol: (A) 136.1; (B) 0.0

(A)
ORCA calculation (ωB97M-V/def2-TZVPD) on a 2-piece molecular cluster, C6H11NO3S overall.

Properties
Gap between HOMO and LUMO = 8.90 eV

```
! wB97M-V def2-TZVPD RIJCOSX def2/J DEFGRID3
* xyz 0 1
C -2.91266 -0.04937 -0.38476
S -1.60726 -1.26860 -0.68807
O -1.25843 -2.09303 0.45013
O -1.93250 -1.92883 -1.93857
C -0.07074 -0.24763 -0.97948
C 0.98822 -0.71637 -1.56824
C 2.12050 0.23654 -1.50946
C 1.51999 1.33686 -0.58737
N 0.18315 1.07035 -0.51220
O -0.62635 1.71851 0.16398
H -2.67421 0.59382 0.47757
H -2.97051 0.58397 -1.35074
H -3.75893 -0.70317 -0.17063
H 0.95622 -1.68239 -1.97923
H 2.22172 0.69103 -2.53404
H 3.08880 -0.27199 -1.27745
H 1.81521 2.36183 -0.53761
C 1.05524 0.09961 3.01436
H 1.83415 -0.60159 3.21706
H 0.16097 -0.48114 2.57707
H 0.48460 0.56559 3.85058
H 1.38282 0.78599 2.26711
*
```

(B)
ORCA calculation (ωB97M-V/def2-TZVPD) on a 2-piece molecular cluster, C6H11NO3S overall.

Properties
Gap between HOMO and LUMO (alpha / beta) = 7.46 / 8.12 eV

```
! wB97M-V def2-TZVPD RIJCOSX def2/J DEFGRID3
* xyz 0 1
C -0.34258 2.67228 -0.88519
C -1.09291 1.78164 -1.39816
C -1.77580 -0.09608 0.29391
C 2.02659 -1.21018 -0.23619
C -1.24942 0.45695 1.53187
C 0.99762 -0.77056 -1.27592
N -0.36678 -0.46293 2.37354
O 0.16714 -0.00358 3.35702
O -0.28412 -1.59868 1.96987
O -1.58559 -1.35953 -1.81835
S -0.77167 -1.08816 -0.64224
H 0.02912 3.54890 -1.20739
H 0.04640 2.53052 0.18280
H -1.69707 1.15572 -1.96042
H 2.15986 -0.43513 0.41269
H 1.69469 -2.11777 0.13797
H 2.99531 -1.47837 -0.65558
H -0.40628 1.23780 1.20964
H -1.97172 0.96843 2.22767
H 1.01662 -1.60025 -2.05425
H 1.03395 0.19838 -1.65696
H -0.62336 -2.32940 0.09367
*
```

(C)
ORCA calculation (ωB97M-V/def2-TZVPD) on a 2-piece molecular cluster, C6H11NO3S overall.

Properties
Gap between HOMO and LUMO = 8.99 eV

```
! wB97M-V def2-TZVPD RIJCOSX def2/J DEFGRID3
* xyz 0 1
C -0.67892 1.82398 -0.60333
C -0.81918 1.89656 0.88825
C -0.66997 0.51593 1.45470
C -0.35863 -0.32149 0.20903
C -1.67394 -1.78942 -0.83649
C 2.41889 -0.36989 -0.62860
N -0.36313 0.66531 -0.91324
O -0.02628 0.23777 -2.02027
O 1.20903 -2.50778 0.15814
O 1.53574 -0.87991 1.88141
S 1.25070 -1.15242 0.51063
H -0.80692 2.60929 -1.38751
H -0.02321 2.47220 1.41504
H -1.74579 2.39223 1.10971
H -0.00419 0.50704 2.25290
H -1.59355 0.15633 1.86937
H -1.38343 -2.80646 -0.60784
H -1.46340 -1.37174 -1.90694
H -2.56808 -1.53671 -0.42083
H 1.73713 0.10662 -1.33934
H 2.93534 0.38748 -0.00283
H 3.09180 -1.03494 -1.08197
*
```

List of relative energies, unit kJ/mol: (A) 0.0; (B) 733.1; (C) 150.0